{"formula": "C39H51F8O29S", "method": "the ωB97M-V functional and the def2-TZVPD basis", "elements": ["C", "C", "C", "C", "C", "C", "C", "C", "O", "S", "O", "O", "C", "C", "C", "C", "C", "C", "C", "O", "O", "H", "H", "H", "H", "H", "H", "H", "H", "H", "H", "H", "H", "H", "H", "H", "H", "H", "H", "H", "H", "H", "H", "H", "H", "H", "H", "H", "C", "C", "O", "C", "O", "O", "F", "H", "H", "H", "C", "C", "O", "C", "O", "O", "F", "H", "H", "H", "C", "C", "O", "C", "O", "O", "F", "H", "H", "H", "C", "C", "O", "C", "O", "O", "F", "H", "H", "H", "C", "C", "O", "C", "O", "O", "F", "H", "H", "H", "C", "C", "O", "C", "O", "O", "F", "H", "H", "H", "C", "C", "O", "C", "O", "O", "F", "H", "H", "H", "C", "C", "O", "C", "O", "O", "F", "H", "H", "H"], "coordinates": [[1.007, -1.514, 0.259], [0.675, -1.564, 1.854], [0.338, -0.060, 2.282], [0.222, 0.189, 3.866], [-0.996, 1.256, 4.076], [-0.429, 2.754, 3.973], [-1.186, 3.648, 2.838], [-0.318, 3.504, 1.495], [-1.290, 3.197, 0.420], [-0.542, 2.984, -1.052], [-1.353, 3.749, -2.075], [-0.675, 1.511, -1.410], [1.213, 3.568, -1.123], [1.720, 4.408, 0.155], [2.841, 3.579, 0.948], [4.170, 4.406, 1.301], [4.382, 4.603, 2.904], [0.452, 4.834, 1.048], [1.006, 5.734, 2.244], [1.152, 6.990, 1.996], [1.370, 5.283, 3.486], [1.934, -0.833, 0.170], [1.212, -2.544, -0.176], [0.146, -0.960, -0.267], [-0.290, -2.189, 1.933], [1.542, -2.022, 2.443], [1.220, 0.593, 1.909], [-0.587, 0.376, 1.747], [0.072, -0.753, 4.488], [1.193, 0.674, 4.260], [-1.338, 1.096, 5.167], [-1.859, 1.024, 3.369], [0.681, 2.765, 3.656], [-0.447, 3.303, 4.983], [-2.248, 3.209, 2.706], [-1.333, 4.719, 3.190], [0.376, 2.582, 1.544], [1.857, 2.643, -1.356], [1.305, 4.249, -2.048], [2.184, 5.391, -0.231], [2.411, 3.146, 1.928], [3.174, 2.653, 0.343], [5.077, 3.774, 0.959], [4.271, 5.399, 0.734], [5.435, 4.319, 3.256], [4.104, 5.692, 3.120], [3.623, 3.966, 3.493], [-0.304, 5.452, 0.432], [1.581, -3.349, 8.179], [0.937, -3.522, 6.840], [0.701, -2.195, 6.420], [1.678, -1.448, 7.010], [1.963, -0.337, 6.681], [2.294, -2.131, 8.018], [-0.255, -4.158, 6.952], [0.852, -3.239, 8.986], [2.257, -4.169, 8.426], [1.562, -4.035, 6.103], [-1.416, -5.288, -2.323], [0.073, -5.212, -2.444], [0.451, -4.469, -1.302], [-0.499, -4.739, -0.361], [-0.377, -4.511, 0.806], [-1.606, -5.310, -0.915], [0.437, -4.519, -3.549], [-1.918, -4.413, -2.744], [-1.826, -6.186, -2.788], [0.576, -6.183, -2.434], [-0.137, 2.068, -4.480], [-0.656, 1.754, -5.845], [0.442, 2.049, -6.686], [1.550, 1.828, -5.924], [2.658, 1.712, -6.368], [1.245, 1.746, -4.601], [-1.686, 2.575, -6.176], [-0.243, 3.124, -4.221], [-0.614, 1.468, -3.704], [-0.954, 0.710, -5.983], [-4.818, -3.625, -0.546], [-6.043, -4.468, -0.398], [-6.451, -4.683, -1.734], [-5.307, -4.640, -2.474], [-5.217, -5.041, -3.597], [-4.275, -4.090, -1.775], [-7.025, -3.793, 0.250], [-5.046, -2.559, -0.631], [-4.112, -3.767, 0.274], [-5.870, -5.431, 0.093], [8.666, 2.125, 5.426], [7.597, 3.138, 5.689], [6.669, 2.908, 4.649], [6.789, 1.584, 4.344], [5.989, 0.967, 3.709], [7.933, 1.049, 4.862], [8.081, 4.398, 5.564], [9.410, 2.476, 4.705], [9.180, 1.815, 6.337], [7.100, 3.026, 6.657], [-5.575, -2.061, 4.462], [-6.097, -2.386, 3.099], [-4.995, -2.113, 2.256], [-3.889, -2.337, 3.024], [-2.787, -2.469, 2.587], [-4.200, -2.398, 4.350], [-7.115, -1.561, 2.757], [-5.669, -0.999, 4.707], [-6.059, -2.646, 5.245], [-6.407, -3.428, 2.972], [-3.907, 0.425, -7.701], [-3.672, -0.962, -7.196], [-4.650, -1.110, -6.188], [-5.686, -0.307, -6.566], [-6.788, -0.374, -6.110], [-5.311, 0.576, -7.535], [-2.446, -1.071, -6.629], [-3.388, 1.182, -7.108], [-3.621, 0.541, -8.747], [-3.802, -1.743, -7.951], [2.398, -1.089, -8.496], [1.393, -2.074, -7.991], [0.446, -2.134, -9.039], [1.144, -1.858, -10.177], [0.742, -2.078, -11.281], [2.359, -1.307, -9.901], [0.776, -1.613, -6.877], [2.118, -0.054, -8.281], [3.397, -1.271, -8.098], [1.797, -3.074, -7.804]], "mulliken_charge": [-0.8930, -0.0759, 0.3050, -0.0642, -0.8569, 0.0053, -1.3714, 2.0313, -0.5184, 0.9796, -0.7079, -0.5889, -1.2371, 0.2739, -0.1759, -0.6668, -0.5371, 0.0183, -0.1235, -0.7860, -0.6273, 0.2984, 0.2679, 0.1345, 0.0081, 0.2874, -0.5616, 0.2571, -0.0651, 0.4081, 0.3264, 0.2886, -0.2174, 0.5198, 0.4108, 0.3347, -1.1375, 0.3366, 0.3048, 0.9379, -0.3611, 0.4134, 0.3160, 0.2660, 0.0583, 0.3083, 0.1222, 0.5397, -0.4672, 0.2714, -0.1880, 0.5787, -0.4529, -0.3381, -0.2850, 0.2762, 0.2636, 0.3050, -0.3859, 0.2691, -0.2749, 0.6757, -0.5264, -0.2828, -0.2534, 0.2387, 0.3242, 0.1902, -0.4260, 0.7542, -0.3704, 0.6993, -0.5717, -0.2797, -0.3247, 0.1863, 0.2387, 0.0873, -0.2660, 0.4039, -0.3389, 0.5290, -0.5258, -0.2417, -0.2917, 0.2680, 0.1457, 0.3004, -0.4503, 0.2971, -0.1601, 0.5571, -0.4720, -0.3391, -0.2911, 0.2821, 0.2755, 0.2674, -0.4722, 0.3339, -0.2328, 0.5487, -0.4685, -0.2712, -0.3169, 0.2885, 0.2678, 0.2869, -0.1849, 0.2987, -0.2177, 0.5677, -0.5216, -0.3435, -0.2422, 0.1328, 0.3031, 0.1990, -0.1790, 0.3282, -0.2888, 0.5818, -0.5305, -0.3196, -0.2012, 0.1547, 0.2725, 0.1594], "total_charge": -1, "homo_energy_ev": -4.63, "multiplicity": 1, "orbital_gap_ev": 6.264}

---

{"formula": "C39H51MoNO4P2S4Sb", "method": "the ωB97M-V functional and the def2-TZVPD basis", "elements": ["Mo", "C", "C", "O", "P", "S", "S", "O", "C", "C", "H", "H", "H", "H", "H", "H", "H", "H", "H", "H", "S", "C", "N", "C", "C", "C", "C", "P", "C", "C", "C", "C", "C", "C", "C", "C", "C", "C", "H", "H", "H", "H", "H", "H", "H", "H", "H", "H", "H", "H", "H", "H", "H", "H", "H", "H", "H", "H", "H", "H", "H", "S", "Sb", "C", "C", "C", "C", "C", "C", "C", "C", "C", "C", "C", "C", "C", "C", "C", "C", "C", "C", "H", "H", "H", "H", "H", "H", "H", "H", "H", "H", "H", "H", "H", "H", "H", "C", "O", "C", "O", "H", "H", "H"], "coordinates": [[-1.376, -0.442, 0.256], [-6.831, 2.027, 1.057], [-6.000, 1.242, 0.067], [-5.424, 0.068, 0.690], [-4.128, 0.091, 1.614], [-3.322, -1.735, 1.393], [-2.899, 1.592, 1.280], [-4.700, 0.284, 3.088], [-5.672, -0.659, 3.610], [-5.058, -1.418, 4.762], [-7.247, 2.909, 0.565], [-6.220, 2.366, 1.896], [-7.656, 1.427, 1.445], [-5.199, 1.844, -0.354], [-6.601, 0.847, -0.747], [-6.004, -1.336, 2.822], [-6.528, -0.068, 3.928], [-4.225, -2.032, 4.415], [-5.805, -2.068, 5.224], [-4.686, -0.724, 5.519], [-3.253, -0.352, -1.674], [-2.219, 0.231, -2.814], [-1.403, 0.664, -3.527], [0.693, -0.723, 5.038], [-0.326, -1.022, 3.929], [-1.495, -0.059, 4.160], [-0.834, -2.461, 4.076], [0.347, -0.728, 2.174], [1.253, 0.861, 2.453], [2.616, 0.973, 2.724], [3.205, 2.208, 2.959], [2.443, 3.366, 2.935], [1.086, 3.276, 2.663], [0.504, 2.039, 2.417], [1.620, -2.093, 1.817], [2.594, -2.512, 2.933], [0.853, -3.379, 1.422], [2.431, -1.639, 0.597], [0.193, -0.898, 5.997], [1.011, 0.321, 5.018], [1.577, -1.350, 5.014], [-1.903, -0.255, 5.159], [-2.295, -0.193, 3.441], [-1.176, 0.983, 4.135], [-1.370, -2.544, 5.028], [-0.015, -3.181, 4.098], [-1.525, -2.745, 3.282], [3.252, 0.105, 2.739], [4.269, 2.257, 3.159], [2.905, 4.328, 3.119], [0.472, 4.169, 2.626], [-0.552, 1.995, 2.184], [2.090, -3.050, 3.735], [3.165, -1.704, 3.381], [3.310, -3.209, 2.486], [0.739, -4.049, 2.274], [1.419, -3.914, 0.653], [-0.138, -3.196, 1.018], [2.952, -0.693, 0.737], [1.801, -1.544, -0.280], [3.182, -2.407, 0.386], [-0.041, 1.232, -0.639], [0.872, 0.762, -2.843], [1.172, -0.504, -4.512], [2.387, -0.351, -5.175], [2.656, -1.090, -6.324], [1.712, -1.982, -6.804], [0.496, -2.130, -6.143], [0.218, -1.392, -5.000], [0.936, 2.688, -3.725], [-0.214, 3.452, -3.911], [-0.128, 4.696, -4.523], [1.099, 5.180, -4.960], [2.247, 4.423, -4.778], [2.169, 3.183, -4.155], [2.880, 0.727, -2.094], [3.764, -0.322, -2.327], [5.040, -0.308, -1.771], [5.435, 0.756, -0.974], [4.555, 1.807, -0.730], [3.284, 1.795, -1.289], [3.129, 0.352, -4.817], [3.600, -0.962, -6.839], [1.919, -2.561, -7.695], [-0.245, -2.824, -6.522], [-0.728, -1.511, -4.494], [-1.173, 3.075, -3.584], [-1.026, 5.287, -4.662], [1.160, 6.150, -5.440], [3.207, 4.798, -5.114], [3.078, 2.611, -4.000], [3.457, -1.172, -2.925], [5.718, -1.133, -1.956], [6.427, 0.766, -0.536], [4.858, 2.637, -0.103], [2.610, 2.618, -1.085], [-0.815, -3.933, -2.179], [-1.168, -3.002, -1.147], [-0.527, -1.798, -1.126], [0.321, -1.601, -2.008], [-1.043, -4.920, -1.784], [0.235, -3.856, -2.444], [-1.428, -3.741, -3.060]], "mulliken_charge": [-1.1935, -1.0969, -0.3311, -0.6801, 1.5482, -0.5109, -0.6420, -0.3236, -0.4064, -0.9924, 0.4020, 0.2602, 0.2870, 0.3248, 0.3626, 0.4119, 0.3569, 0.1095, 0.4413, 0.2732, -0.4035, 0.7007, -0.9709, -1.7010, 2.4103, -2.2368, -1.7218, 1.8000, 1.4591, -0.4964, -0.7513, -0.7703, -0.9359, -0.3549, 2.4999, -2.0634, -2.0453, -1.5602, 0.5628, 0.3118, 0.2619, 0.6075, 0.1827, 0.1411, 0.5751, 0.2281, 0.0930, 0.0357, 0.4793, 0.3714, 0.4558, -0.0103, 0.4450, 0.2624, 0.5763, 0.4655, 0.5006, 0.2238, -0.0568, -0.4418, 0.8241, -0.4037, 2.6450, 1.1326, -0.4557, -0.8654, -0.5767, -0.7786, -0.4430, 0.9531, -0.6179, -0.7401, -0.4989, -0.8625, -0.0981, 0.8976, -0.6034, -0.7541, -0.6299, -0.7830, -0.8775, 0.2967, 0.4224, 0.3874, 0.4207, 0.2976, 0.4241, 0.4082, 0.3796, 0.4051, 0.2411, 0.5028, 0.4200, 0.3826, 0.4472, 0.4249, -0.8954, -0.2472, 1.2058, -0.9910, 0.2853, 0.3238, 0.2649], "s_squared": 0.7605, "homo_energy_ev": [-7.46, -7.13], "de_lowest_ev": 0.000, "multiplicity": 2, "orbital_gap_ev": [6.572, 6.378]}

---

Number 1: maximum force 6.22 eV/A. Number 2: maximum force 0.57 eV/A.